# 1
C31H20AuBrClN7O7 as an isolated structure, computed with wB97M-V/def2-TZVPD.

Kohn-Sham gap (alpha / beta) = 6.81 / 7.05 eV
Total charge = 0
Multiplicity = 3
HOMO (alpha / beta) = -8.31 / -9.25 eV
⟨S²⟩ = 2.041

CARTESIAN COORDINATES (ANGSTROEM)
1 Au 0.212 -0.128 -1.846
2 Br 0.506 6.845 3.954
3 C 1.549 5.283 4.100
4 C 2.298 4.859 3.010
5 C 3.058 3.706 3.117
6 C 3.068 2.980 4.314
7 C 2.334 3.439 5.408
8 C 1.562 4.583 5.299
9 N 3.817 1.809 4.501
10 N 4.337 1.214 3.509
11 C 3.849 0.883 2.343
12 C 4.827 0.502 1.343
13 C 4.491 0.321 0.066
14 C 3.099 0.408 -0.383
15 O 2.806 0.206 -1.542
16 C 2.050 0.725 0.664
17 N 0.772 0.801 0.271
18 C -0.184 0.977 1.173
19 C 0.090 1.020 2.534
20 C 1.399 0.965 2.945
21 C 2.418 0.874 1.998
22 H 2.281 5.425 2.086
23 H 3.653 3.371 2.274
24 H 2.375 2.876 6.334
25 H 0.973 4.934 6.138
26 H 5.861 0.437 1.664
27 H 5.231 0.094 -0.691
28 H -1.202 1.068 0.796
29 H -0.718 1.099 3.251
30 H 1.637 0.972 4.001
31 O -3.948 4.370 -1.685
32 C -4.649 3.258 -1.710
33 O -5.854 3.268 -1.655
34 C -3.896 1.950 -1.775
35 C -4.521 0.725 -1.671
36 Cl -6.150 0.381 -1.340
37 N -3.579 -0.246 -1.758
38 N -2.359 0.284 -1.919
39 C -2.516 1.595 -1.932
40 C -1.261 2.439 -2.151
41 O -1.340 3.666 -2.085
42 O -0.156 1.843 -2.425
43 C -3.690 -1.684 -1.737
44 C -4.717 -2.349 -2.389
45 C -4.752 -3.737 -2.356
46 C -3.770 -4.458 -1.693
47 C -2.740 -3.779 -1.052
48 C -2.701 -2.395 -1.071
49 H -2.968 4.180 -1.793
50 H -5.469 -1.806 -2.942
51 H -5.555 -4.257 -2.869
52 H -3.808 -5.542 -1.675
53 H -1.963 -4.324 -0.526
54 H -1.915 -1.860 -0.555
55 C 1.018 -4.633 -4.035
56 N 1.019 -4.029 -2.698
57 C 1.483 -4.710 -1.591
58 C 1.563 -4.144 -0.382
59 C 1.171 -2.744 -0.200
60 O 1.252 -2.168 0.879
61 N 0.688 -2.115 -1.340
62 C 0.647 -2.706 -2.567
63 O 0.256 -2.044 -3.541
64 H 0.951 -5.711 -3.930
65 H 1.924 -4.377 -4.581
66 H 0.168 -4.264 -4.594
67 H 1.768 -5.738 -1.769
68 H 1.920 -4.689 0.480

Atomic partial charges in e from the natural (NBO) method, atoms 1 to 6: Au 1.309; Br 0.091; C -0.075; C -0.245; C -0.160; C 0.038

=====

# 2
A 4-piece molecular cluster, C3H13NO3 overall at a distorted geometry, computed with wB97M-V/def2-TZVPD.

Kohn-Sham gap = 9.42 eV
Total charge = 0
HOMO = -8.90 eV

CARTESIAN COORDINATES (ANGSTROEM)
1 C -0.228 1.811 -1.050
2 C 0.468 0.682 -0.852
3 C 0.591 -0.379 -1.901
4 N 1.397 -1.512 -1.395
5 H 0.011 2.754 -0.580
6 H -1.117 1.699 -1.673
7 H 0.899 0.487 0.128
8 H 1.165 0.018 -2.743
9 H -0.358 -0.683 -2.387
10 H 1.681 -2.057 -2.195
11 H 0.839 -2.087 -0.778
12 O 0.868 2.577 2.782
13 H 0.146 1.949 2.553
14 H 1.107 2.207 3.646
15 O -0.142 -0.570 2.447
16 H 0.401 -1.286 2.788
17 H -1.002 -0.981 2.291
18 O -2.312 -1.710 0.033
19 H -2.890 -1.257 -0.593
20 H -1.521 -1.662 -0.523

Atomic partial charges in e from the natural (NBO) method, atoms 1 to 6: C -0.413; C -0.186; C -0.277; N -0.821; H 0.213; H 0.182

=====

Across the entries above, molar mass takes the values 914.9, 111.1 u, respectively.
Across the entries above, ΔE to the lowest compared entry with this formula, charge and spin takes the values 0.325, 1.985 eV, respectively.